{"formula": "C23H23NO4", "method": "ωB97M-V with the def2-TZVPD basis set", "smiles": "Cc1ccc([C@H](c2c(C)[nH]c3ccccc23)C2C(=O)OC(C)(C)OC2=O)cc1", "total_energy_ev": -33904.758, "charge": 0, "orbital_gap_ev": 8.32, "e_above_lowest_ev": 0.846, "symbols": ["C", "C", "C", "C", "C", "C", "C", "C", "C", "N", "C", "C", "C", "C", "C", "C", "C", "C", "O", "O", "C", "C", "C", "O", "C", "O", "C", "C", "H", "H", "H", "H", "H", "H", "H", "H", "H", "H", "H", "H", "H", "H", "H", "H", "H", "H", "H", "H", "H", "H", "H"], "coordinates": [[5.0811, 2.5244, 1.1936], [3.9193, 1.6881, 0.7407], [3.1101, 2.1332, -0.3091], [2.0661, 1.3415, -0.7819], [1.6852, 0.1660, -0.1075], [0.3317, -0.5462, -0.4201], [-0.5332, 0.3300, -1.2829], [-1.1316, -0.0126, -2.4896], [-1.0722, -1.3216, -3.1695], [-1.8305, 1.0626, -2.9573], [-1.7353, 2.1267, -2.0673], [-2.1444, 3.4510, -2.1692], [-1.7224, 4.3590, -1.1820], [-0.9916, 3.9031, -0.0678], [-0.6245, 2.5590, 0.0630], [-0.9283, 1.6765, -0.9729], [-0.4941, -0.9541, 0.7641], [0.1226, -2.0334, 1.6440], [0.8598, -1.7866, 2.5762], [-0.2551, -3.3481, 1.3703], [-1.6932, -3.4481, 1.3984], [-2.0889, -4.9156, 1.3142], [-2.2658, -2.7896, 2.6417], [-2.1607, -2.7589, 0.2111], [-1.9155, -1.3961, 0.3438], [-2.8121, -0.5990, 0.1443], [2.6261, -0.3588, 0.7951], [3.6694, 0.4273, 1.2862], [5.6470, 2.0326, 1.9885], [5.7792, 2.7267, 0.3736], [4.7640, 3.5052, 1.5620], [3.3120, 3.1129, -0.7547], [1.5321, 1.7097, -1.6656], [0.5618, -1.4892, -0.9322], [-0.0183, -1.5898, -3.3439], [-1.5132, -2.1046, -2.5272], [-1.6102, -1.2911, -4.1287], [-2.3500, 1.0717, -3.8299], [-2.7945, 3.7505, -2.9877], [-1.9722, 5.4230, -1.2695], [-0.6892, 4.6293, 0.6874], [-0.0855, 2.2160, 0.9440], [-0.6506, -0.0870, 1.4285], [-1.6551, -5.4051, 0.4418], [-1.7524, -5.4217, 2.2230], [-3.1756, -5.0081, 1.2540], [-2.0276, -1.7154, 2.6704], [-3.3539, -2.8963, 2.6127], [-1.8553, -3.2947, 3.5233], [2.5287, -1.3871, 1.1323], [4.3069, 0.0330, 2.0885]], "mulliken_charge": [-1.41, 1.14, -1.00, -0.19, -0.08, 0.08, -0.05, -0.03, -1.33, 0.03, -0.76, -0.84, -0.53, -1.02, -0.13, 1.46, 0.93, 0.11, -0.55, -0.40, 1.02, -1.67, -1.10, -0.37, -0.01, -0.57, -0.29, -1.23, 0.35, 0.32, 0.32, 0.38, 0.46, 0.80, 0.33, 0.23, 0.38, 0.24, 0.41, 0.38, 0.38, 0.45, 0.28, 0.40, 0.37, 0.37, 0.21, 0.44, 0.42, 0.58, 0.28]}